Below is C35H32CrN6O6 as an isolated structure in a non-equilibrium geometry, with properties calculated with the ωB97M-V functional and the def2-TZVPD basis.

Computed properties:
Charge: +1
Multiplicity: 4
ΔE to the lowest compared entry with this formula, charge and spin (kJ/mol): 0.0
LUMO level (spin up / spin down) (hartree): -0.101 / -0.107
DFT total energy (a.u.): -3177.29121
⟨S²⟩: 3.775
HOMO (spin up / spin down) (eV): -10.742 / -10.744

Geometry (Å):
1 C -1.26646 2.18362 1.35426
2 H -2.31570 3.37062 2.65567
3 O -0.21301 2.79039 1.32668
4 C -4.08412 0.92902 3.81436
5 H -5.24881 3.74299 2.76660
6 N -2.32716 2.49830 2.15253
7 H 3.09422 -4.07355 -3.38420
8 H -4.26805 -1.73506 -1.22958
9 C -1.78669 2.36027 -3.49715
10 C -6.16829 -0.22092 4.16574
11 H -2.76652 2.50449 -3.92959
12 H -6.83691 -0.77553 4.81106
13 C -0.70164 3.12621 -3.89947
14 H -3.50044 2.87962 -1.04123
15 C 1.57146 -0.20934 4.29685
16 H 2.60374 2.39790 -1.66665
17 C 2.22404 -1.43482 -1.47363
18 C 0.53354 2.87726 -3.32408
19 C 2.13184 0.98615 1.92813
20 H -4.65144 -0.00250 5.66041
21 C 0.86936 -0.48647 3.13342
22 O -0.11189 -1.67133 0.84223
23 O -1.79747 -1.38590 -0.96730
24 H 3.36053 1.94333 0.46511
25 N -1.60605 1.10529 0.52402
26 C -2.03099 -2.28656 -0.14742
27 Cr -0.24329 -0.14574 -0.44028
28 H 3.72384 2.01812 2.94308
29 H 1.68148 2.54355 0.59053
30 H -4.95635 -3.33898 -0.85423
31 C -4.94255 0.21437 4.64068
32 C 2.48057 -3.31487 -2.91798
33 H 0.05663 -1.20300 3.11535
34 H -2.42153 0.78763 -2.16796
35 C -4.45660 1.22164 2.51114
36 H 3.77324 -0.14637 -0.74135
37 N 1.86976 0.77704 -0.50501
38 C 2.91705 1.30119 3.02591
39 C -1.60103 1.40147 -2.52421
40 C 2.73741 -0.41501 -0.50807
41 H 1.40953 3.43535 -3.62634
42 C -4.07371 -2.80133 -1.18216
43 H 2.70883 -0.85107 0.49343
44 C -5.09418 3.99353 1.72361
45 C -4.73795 4.62616 -0.94947
46 C 2.31164 1.65446 0.59789
47 O -3.06459 -3.07858 -0.18200
48 H -0.81165 3.89305 -4.65404
49 H -5.98052 1.00816 1.01683
50 C -2.97477 1.03601 0.51056
51 C -5.53205 5.43422 -0.15212
52 N 1.15663 0.09544 1.97756
53 H -7.49500 -0.27612 2.47642
54 C 0.64569 1.89076 -2.36086
55 C 3.04395 -2.37930 -2.06682
56 O -1.23164 -2.56127 0.83971
57 H 4.10514 -2.38213 -1.85856
58 C 1.12019 -3.24520 -3.17960
59 C -5.70483 5.11583 1.18734
60 C 1.98242 1.50943 -1.78784
61 C 0.37535 -2.25772 -2.56826
62 C -3.55877 2.00068 1.56774
63 H 1.30834 -0.69509 5.22597
64 H -0.68218 -2.15333 -2.76361
65 C -4.29886 3.17616 0.92569
66 H 0.63948 -3.95194 -3.84027
67 H -3.12544 1.26633 4.18957
68 C -6.53863 0.05960 2.85641
69 H -6.01802 6.30431 -0.57322
70 H 3.22163 0.90311 5.11227
71 C 2.62703 0.68661 4.23474
72 C -5.68957 0.77898 2.03302
73 H -4.60090 4.86076 -1.99803
74 N -0.40788 1.17626 -1.95008
75 H 2.47524 0.87525 -2.52986
76 H -3.74258 -3.17864 -2.14861
77 O -3.68124 0.35519 -0.21088
78 C -4.11913 3.50647 -0.41184
79 N 0.90817 -1.38301 -1.70591
80 H -6.32548 5.74068 1.81642